# 1
The following is a DFT calculation (the ωB97M-V functional and the def2-TZVPD basis) of a structure of composition C22H36GeN5O7SeTi.

Atoms and positions in Å:
Ti 0.139 -0.249 -0.031
C -0.527 3.565 2.168
C -0.489 2.042 2.250
C -1.782 1.489 2.841
C 0.699 1.613 3.097
O -0.325 1.532 0.906
Ge -1.758 1.880 -0.398
O -1.974 -0.005 -0.243
C -3.119 -0.687 -0.795
C -4.381 0.014 -0.299
C -3.042 -0.644 -2.318
C -3.119 -2.124 -0.296
O -0.491 1.348 -1.675
C 0.036 2.267 -2.653
C 1.123 3.135 -2.028
C 0.573 1.449 -3.821
C -1.096 3.156 -3.171
H -0.628 3.995 3.165
H -1.371 3.907 1.567
H 0.395 3.940 1.719
H -1.883 1.796 3.883
H -1.785 0.399 2.789
H -2.652 1.864 2.295
H 0.651 2.112 4.066
H 1.634 1.893 2.609
H 0.695 0.538 3.269
H -4.451 1.036 -0.676
H -4.386 0.042 0.792
H -5.266 -0.527 -0.635
H -3.070 0.385 -2.683
H -3.884 -1.186 -2.753
H -2.114 -1.101 -2.663
H -3.088 -2.151 0.792
H -2.256 -2.668 -0.673
H -4.022 -2.627 -0.645
H 1.947 2.523 -1.668
H 0.714 3.699 -1.185
H 1.508 3.848 -2.760
H 1.430 0.847 -3.531
H 0.890 2.111 -4.629
H -0.218 0.800 -4.205
H -1.478 3.823 -2.395
H -1.923 2.545 -3.541
H -0.735 3.776 -3.992
C 3.971 0.572 1.088
C 3.111 -0.476 1.696
N 1.854 -0.771 1.408
C 1.481 -1.767 2.271
C 2.519 -2.100 3.085
N 3.538 -1.268 2.704
C 2.714 -3.070 4.189
O 1.681 -3.826 4.496
O 3.782 -3.127 4.750
C 0.077 -2.215 2.214
O -0.328 -3.132 2.929
O -0.618 -1.552 1.369
H 3.356 1.394 0.731
H 4.530 0.178 0.238
H 4.679 0.947 1.828
H 4.448 -1.276 3.139
H 0.880 -3.622 3.927
Se 4.218 -0.645 -2.781
C 2.836 -0.189 -1.776
N 1.920 0.100 -1.113
N 0.706 -3.440 -2.943
C 0.449 -4.271 -1.878
C 0.154 -3.451 -0.837
N 0.239 -2.136 -1.251
C 0.573 -2.172 -2.523
H 1.000 -3.717 -3.864
H 0.495 -5.341 -1.955
H -0.132 -3.717 0.165
H 0.744 -1.314 -3.152

As for the HOMO energy (alpha / beta): -8.138 / -8.201 eV. Its spin multiplicity is 2. The HOMO-LUMO gap (alpha / beta) comes out at 8.171 / 8.468 eV. The value obtained for the LUMO energy (alpha / beta) is 0.032 / 0.268 eV.

***

# 2
The following is a DFT calculation (the ωB97M-V functional and the def2-TZVPD basis) of a structure of composition C22H36IMnNOSi3 in a non-equilibrium geometry.

Atoms and positions in Å:
Mn -0.260 0.659 -0.572
C 3.246 1.075 -0.594
O 2.027 0.721 0.035
Si 1.766 0.637 1.700
C 1.994 2.397 2.361
C 3.143 -0.365 2.523
C 0.073 -0.091 1.624
Si -1.156 0.672 2.795
C -2.866 -0.155 2.805
C -1.444 2.501 2.348
C -0.568 0.614 4.598
Si 0.034 -1.946 1.441
C 0.059 -2.887 3.085
C -1.558 -2.461 0.523
C 1.499 -2.625 0.433
H 4.054 0.414 -0.266
H 3.523 2.108 -0.363
H 3.125 0.974 -1.673
H 3.051 2.672 2.339
H 1.658 2.483 3.396
H 1.444 3.132 1.768
H 4.092 0.177 2.516
H 3.297 -1.330 2.039
H 2.882 -0.555 3.567
H -3.289 -0.219 1.802
H -3.556 0.423 3.425
H -2.820 -1.167 3.216
H -1.343 2.655 1.270
H -0.717 3.148 2.844
H -2.441 2.845 2.637
H -0.468 -0.418 4.943
H -1.276 1.121 5.260
H 0.404 1.097 4.714
H -0.761 -2.588 3.743
H 0.996 -2.701 3.616
H -0.022 -3.964 2.917
H -2.432 -2.361 1.170
H -1.517 -3.495 0.172
H -1.712 -1.820 -0.348
H 2.351 -2.858 1.074
H 1.832 -1.897 -0.311
H 1.227 -3.544 -0.091
I 0.138 3.051 -1.761
C 0.388 2.038 -3.650
C 0.594 2.818 -4.747
C 0.809 2.195 -5.991
C 0.826 0.832 -6.067
C 0.602 0.026 -4.927
C 0.622 -1.383 -5.023
C 0.362 -2.146 -3.922
C 0.072 -1.537 -2.685
C 0.070 -0.170 -2.498
C 0.347 0.626 -3.654
H 0.595 3.897 -4.670
H 0.969 2.805 -6.870
H 1.010 0.338 -7.015
H 0.848 -1.839 -5.980
H 0.375 -3.228 -3.989
H -0.151 -2.190 -1.850
C -4.800 -0.022 -0.933
C -3.444 0.441 -0.739
N -2.371 0.791 -0.568
H -5.371 0.131 -0.018
H -4.794 -1.082 -1.179
H -5.266 0.533 -1.746

As for the HOMO energy (alpha / beta): -7.444 / -7.601 eV. Its spin multiplicity is 2. The HOMO-LUMO gap (alpha / beta) comes out at 7.738 / 7.910 eV. The value obtained for the LUMO energy (alpha / beta) is 0.294 / 0.309 eV.

***

# 3
The following is a DFT calculation (the ωB97M-V functional and the def2-TZVPD basis) of a structure of composition C22H36N3O3RuSSi3 in a non-equilibrium geometry.

Atoms and positions in Å:
Ru -0.004 1.223 -0.464
N 2.278 0.794 3.061
C 1.566 0.787 4.296
C 2.264 0.791 5.488
C 1.559 0.821 6.677
C 0.166 0.856 6.671
C -0.526 0.852 5.474
C 0.186 0.806 4.279
S -0.707 0.695 2.798
N 0.480 0.730 1.586
C 1.750 0.850 1.857
C 2.659 1.079 0.696
C 3.969 1.457 0.813
C 4.703 1.705 -0.349
C 4.088 1.556 -1.569
C 2.752 1.180 -1.599
N 2.050 0.937 -0.483
H 3.281 0.794 3.128
H 3.352 0.777 5.491
H 2.097 0.821 7.617
H -0.379 0.880 7.606
H -1.613 0.874 5.465
H 4.446 1.599 1.776
H 5.738 2.022 -0.282
H 4.616 1.740 -2.498
H 2.216 1.049 -2.527
C 0.452 1.691 -4.172
O 0.160 0.947 -2.964
Si -0.335 -0.657 -2.827
C -1.668 -1.146 -3.960
C 1.105 -1.729 -3.121
C -0.899 -0.522 -1.047
Si -0.765 -2.207 -0.150
C 1.029 -2.563 0.172
C -1.682 -2.324 1.448
C -1.467 -3.520 -1.237
Si -2.642 0.380 -0.980
C -3.889 -0.954 -1.187
C -2.904 1.708 -2.233
C -2.978 1.178 0.662
H -0.426 1.731 -4.820
H 1.281 1.232 -4.718
H 0.725 2.707 -3.894
H -1.265 -1.198 -4.983
H -2.527 -0.474 -3.972
H -2.018 -2.152 -3.696
H 1.399 -1.636 -4.178
H 0.870 -2.786 -2.949
H 1.972 -1.466 -2.501
H 1.645 -1.663 0.117
H 1.426 -3.281 -0.559
H 1.150 -3.010 1.170
H -1.085 -1.993 2.301
H -1.901 -3.391 1.607
H -2.642 -1.791 1.462
H -1.068 -3.513 -2.257
H -2.560 -3.448 -1.299
H -1.226 -4.501 -0.802
H -3.805 -1.452 -2.158
H -4.895 -0.512 -1.114
H -3.792 -1.705 -0.395
H -2.994 1.318 -3.252
H -2.134 2.475 -2.250
H -3.847 2.203 -1.977
H -3.044 0.432 1.459
H -3.968 1.642 0.534
H -2.315 1.984 0.986
O 0.422 3.260 -0.037
O 0.119 3.032 -1.233

As for the HOMO energy (alpha / beta): -13.400 / -13.393 eV. Its spin multiplicity is 2. The HOMO-LUMO gap (alpha / beta) comes out at 5.460 / 5.407 eV. The charge is +2. The value obtained for the LUMO energy (alpha / beta) is -7.940 / -7.987 eV.

***

# 4
The following is a DFT calculation (the ωB97M-V functional and the def2-TZVPD basis) of an isolated molecule of C22H36N4O5.

Atoms and positions in Å:
C -1.613 2.664 3.788
N -1.112 2.453 2.457
C -1.853 1.894 1.479
O -2.972 1.456 1.562
N -1.066 1.882 0.309
C 0.168 2.404 0.530
O 1.084 2.484 -0.251
C 0.190 2.877 1.992
C 0.337 4.402 2.002
H -0.525 4.868 1.531
H 1.229 4.677 1.445
H 0.429 4.771 3.021
C 1.323 2.213 2.772
H 2.266 2.413 2.270
H 1.373 2.612 3.782
H 1.169 1.137 2.823
C -1.665 1.485 -0.949
H -2.005 2.384 -1.475
C -0.755 0.701 -1.899
C -1.614 0.289 -3.093
O -2.838 0.267 -3.096
N -0.910 -0.002 -4.187
H 0.095 -0.183 -4.173
O -1.604 -0.479 -5.303
H -2.541 -0.393 -5.031
H 0.024 1.377 -2.266
C -0.036 -0.497 -1.235
C 1.338 -0.681 -1.879
O 1.508 -0.448 -3.071
N 2.337 -1.195 -1.139
C 2.383 -1.368 0.294
H 1.385 -1.356 0.727
C 3.259 -0.273 0.907
C 4.667 -0.351 0.324
C 4.592 -0.254 -1.198
C 3.653 -1.329 -1.742
H 3.539 -1.233 -2.822
H 4.040 -2.327 -1.507
H 5.581 -0.375 -1.640
H 4.204 0.725 -1.482
H 5.283 0.456 0.722
H 5.129 -1.299 0.610
H 3.286 -0.385 1.992
H 2.821 0.697 0.662
H 2.825 -2.351 0.499
H 0.073 -0.248 -0.179
C -0.748 -1.857 -1.363
C -2.106 -1.954 -0.668
C -2.038 -1.826 0.869
C -2.790 -3.038 1.439
H -2.086 -3.827 1.709
C -3.668 -3.515 0.285
H -4.548 -2.877 0.197
H -3.996 -4.547 0.406
C -2.763 -3.318 -0.925
H -2.003 -4.103 -0.948
H -3.306 -3.337 -1.868
H -3.369 -2.782 2.325
H -2.511 -0.902 1.197
H -1.005 -1.818 1.224
H -2.766 -1.185 -1.070
H -0.087 -2.624 -0.947
H -0.880 -2.088 -2.422
H -2.551 0.901 -0.692
H -0.998 2.139 4.522
H -2.626 2.267 3.819
H -1.636 3.728 4.031

As for the HOMO energy: -8.814 eV. Its SMILES is CN1C(=O)N(C[C@H](C(=O)NO)[C@@H](CC2CCCC2)C(=O)N2CCCCC2)C(=O)C1(C)C. The HOMO-LUMO gap comes out at 9.271 eV. The value obtained for the LUMO energy is 0.457 eV.

***

# 5
The following is a DFT calculation (the ωB97M-V functional and the def2-TZVPD basis) of a cluster of 7 separate species, C22H36O18PS2 in total.

Atoms and positions in Å:
C -2.748 -3.605 2.699
C -3.171 -2.524 1.713
P -4.832 -1.794 1.777
C -5.070 -1.300 3.531
C -5.537 0.159 3.634
S -6.161 -3.520 1.506
S -6.013 -5.117 2.892
H -2.954 -3.321 3.731
H -1.671 -3.757 2.621
H -3.233 -4.560 2.496
H -2.969 -2.810 0.679
H -2.602 -1.602 1.905
H -5.788 -1.976 4.003
H -4.124 -1.450 4.053
H -6.183 0.447 2.803
H -4.688 0.840 3.640
H -6.101 0.312 4.553
H -7.220 -2.909 2.063
H -7.276 -4.961 3.317
C 1.884 -0.675 0.547
C 2.043 -1.793 1.554
O 1.011 -1.488 2.520
C 0.093 -0.715 1.929
O -0.949 -0.389 2.427
O 0.482 -0.343 0.698
H 2.082 -0.989 -0.473
H 2.469 0.208 0.800
H 1.838 -2.767 1.116
H 3.006 -1.809 2.054
C 2.078 3.168 2.277
C 1.197 3.871 1.262
O 2.075 4.003 0.134
C 3.048 3.066 0.226
O 3.825 2.810 -0.635
O 2.984 2.442 1.424
H 1.555 2.471 2.924
H 2.650 3.862 2.887
H 0.339 3.262 0.968
H 0.861 4.855 1.571
C -0.189 1.777 -1.884
C 1.158 1.662 -2.569
O 0.789 1.185 -3.870
C -0.494 1.524 -4.107
O -1.046 1.411 -5.154
O -1.077 2.004 -2.984
H -0.259 2.606 -1.186
H -0.478 0.850 -1.386
H 1.654 2.627 -2.671
H 1.835 0.957 -2.096
C -2.628 1.683 -7.960
C -2.440 0.371 -8.699
O -3.159 0.599 -9.914
C -3.234 1.937 -10.129
O -3.626 2.439 -11.130
O -2.798 2.610 -9.041
H -1.779 1.973 -7.351
H -3.534 1.689 -7.352
H -1.392 0.182 -8.940
H -2.862 -0.491 -8.190
C 6.108 4.745 5.904
C 5.633 5.806 4.926
O 4.411 5.234 4.436
C 3.952 4.350 5.352
O 2.879 3.836 5.303
O 4.873 4.134 6.307
H 6.612 5.138 6.781
H 6.727 3.986 5.425
H 5.399 6.750 5.418
H 6.306 5.978 4.091
C 3.064 -6.781 -1.457
C 2.007 -6.244 -2.406
O 1.785 -4.922 -1.889
C 2.889 -4.540 -1.213
O 3.100 -3.430 -0.832
O 3.723 -5.579 -1.034
H 3.791 -7.441 -1.920
H 2.630 -7.264 -0.580
H 2.372 -6.157 -3.430
H 1.072 -6.795 -2.392

As for the HOMO energy: -11.614 eV. The HOMO-LUMO gap comes out at 7.042 eV. The charge is +1. The value obtained for the LUMO energy is -4.572 eV.

***

# 6
The following is a DFT calculation (the ωB97M-V functional and the def2-TZVPD basis) of a structure of composition C22H36O2P2V in a non-equilibrium geometry.

Atoms and positions in Å:
P -0.103 -2.142 0.225
P -0.267 1.342 0.254
C -0.292 -1.089 -1.261
C 0.162 0.375 -1.219
H -1.341 -1.165 -1.588
H 0.314 -1.625 -1.996
H 1.235 0.474 -1.452
H -0.385 0.923 -1.984
C -1.937 1.983 0.081
H -2.192 2.417 1.058
H -2.638 1.165 -0.129
H -1.991 2.748 -0.704
C 0.895 2.712 0.363
H 0.830 3.349 -0.527
H 1.915 2.323 0.486
H 0.631 3.279 1.266
C -1.155 -3.571 0.023
H -1.067 -4.206 0.914
H -0.832 -4.130 -0.868
H -2.198 -3.255 -0.090
C 1.648 -2.657 0.117
H 2.328 -1.808 0.287
H 1.810 -3.075 -0.884
H 1.834 -3.422 0.881
V 0.220 -0.347 1.654
C 0.395 1.154 -4.150
C -0.947 1.241 -4.049
C -1.899 0.513 -4.946
C -1.508 -0.953 -5.288
C -0.764 -1.709 -4.228
C 0.574 -1.830 -4.181
C 1.523 -1.023 -5.013
C 1.120 0.461 -5.258
C -0.189 -2.160 2.877
H 1.050 1.691 -3.455
H -1.428 1.944 -3.359
H -2.014 1.057 -5.898
H -2.896 0.508 -4.487
H -2.448 -1.496 -5.490
H -0.947 -0.955 -6.233
H -1.405 -2.261 -3.533
H 1.048 -2.625 -3.594
H 1.662 -1.493 -6.000
H 2.513 -1.038 -4.539
H 2.059 1.017 -5.428
H 0.557 0.527 -6.200
H 0.551 -1.832 3.631
H -0.042 -3.223 2.635
H -1.214 -1.964 3.232
O -0.883 1.169 3.463
C 0.271 1.085 3.998
O 1.319 0.622 3.410
C 0.423 1.496 5.449
C -0.668 2.004 6.172
C -0.512 2.388 7.508
C 0.730 2.246 8.145
C 1.807 1.692 7.431
C 1.645 1.313 6.097
H -1.635 2.084 5.673
H -1.365 2.792 8.055
H 0.854 2.548 9.186
H 2.772 1.549 7.917
H 2.467 0.860 5.545

As for the HOMO energy (alpha / beta): -6.246 / -6.498 eV. Its spin multiplicity is 4. The HOMO-LUMO gap (alpha / beta) comes out at 6.623 / 6.829 eV. The value obtained for the LUMO energy (alpha / beta) is 0.377 / 0.331 eV.

***

# 7
The following is a DFT calculation (the ωB97M-V functional and the def2-TZVPD basis) of a structure of composition C22H36O3P2W in a non-equilibrium geometry.

Atoms and positions in Å:
P 0.103 -2.431 -3.309
P -0.099 1.274 -3.297
C -0.432 -1.199 -4.582
C 0.322 0.146 -4.648
H -1.521 -1.031 -4.479
H -0.263 -1.738 -5.528
H 1.413 -0.015 -4.664
H 0.036 0.709 -5.544
C -1.722 1.988 -3.564
H -1.964 2.662 -2.728
H -2.505 1.216 -3.623
H -1.717 2.574 -4.494
C 1.147 2.567 -3.331
H 0.917 3.271 -4.141
H 2.145 2.129 -3.486
H 1.131 3.104 -2.372
C -1.072 -3.791 -3.559
H -1.058 -4.473 -2.703
H -0.808 -4.354 -4.465
H -2.084 -3.381 -3.680
C 1.633 -3.117 -3.993
H 2.395 -2.333 -4.111
H 1.409 -3.580 -4.968
H 2.005 -3.887 -3.304
W 0.899 -1.403 0.637
C 1.184 0.887 0.529
C -0.194 0.566 0.652
C -1.153 0.320 -0.475
C -1.417 -1.147 -0.915
C -0.253 -2.125 -0.933
C 1.230 -1.760 -1.474
C 1.639 -0.341 -1.713
C 2.139 0.612 -0.588
C -0.485 -1.989 2.079
H 1.622 1.454 1.359
H -0.683 0.818 1.612
H -0.844 0.964 -1.356
H -2.155 0.730 -0.203
H -2.232 -1.556 -0.290
H -1.877 -1.109 -1.926
H -0.505 -3.189 -1.000
H 1.989 -2.546 -1.575
H 0.713 0.139 -2.186
H 2.409 -0.340 -2.520
H 3.099 0.243 -0.190
H 2.411 1.566 -1.099
H 0.261 -2.518 2.718
H -1.237 -2.711 1.717
H -0.944 -1.170 2.662
O 1.409 3.331 5.907
C 0.553 2.642 6.554
C 0.579 2.578 7.993
C -0.357 1.842 8.696
C -1.365 1.132 8.022
C -1.421 1.156 6.622
C -0.494 1.868 5.878
C -0.564 1.839 4.386
O -1.379 1.141 3.785
O 0.327 2.605 3.762
H 0.926 3.020 4.504
H 1.371 3.131 8.497
H -0.302 1.822 9.783
H -2.111 0.569 8.582
H -2.198 0.616 6.075

As for the HOMO energy (alpha / beta): -13.117 / -13.113 eV. Its spin multiplicity is 3. The HOMO-LUMO gap (alpha / beta) comes out at 5.619 / 5.612 eV. The charge is +2. The value obtained for the LUMO energy (alpha / beta) is -7.498 / -7.501 eV.

***

no.,energy (eV)
1,-190167.33396
2,-89991.03232
3,-71045.33691
4,-39598.27896
5,-91205.66367
6,-71754.51170
7,-49919.43689